Here is a structure of composition C17H13CrF3I2N4O8S2 from OMol25. Energies are from ωB97M-V/def2-TZVPD.

Results
Relative energy (zero: lowest compared OMol25 entry of this formula, charge and spin) in kcal per mole: 4.7
⟨S²⟩: 3.833
Kohn-Sham gap (alpha / beta) in eV: 7.25 / 7.26
2S+1: 4
E_HOMO (alpha / beta) in eV: -5.463 / -5.462
Net charge: -1
LUMO level (alpha / beta) in eV: 1.79 / 1.80

```
50
C17H13CrF3I2N4O8S2 | OMol25 | ωB97M-V/def2-TZVPD
Cr -0.7869 -0.1187 0.0333
O -6.7110 -1.1639 -0.5840
C -5.3868 -0.9319 -0.4171
C -4.7221 -1.2770 0.7599
C -3.3784 -0.9837 0.8444
N -2.7560 -0.3848 -0.1602
C -3.3577 -0.0864 -1.3031
C -4.7016 -0.3384 -1.4771
C -2.4221 0.5257 -2.3332
O -2.8739 0.8624 -3.4109
O -1.2017 0.6236 -1.9300
C -2.4499 -1.3043 2.0069
O -2.8940 -1.8313 3.0076
O -1.2277 -0.9617 1.7720
H -7.0656 -1.5902 0.2044
H -5.2096 -1.7715 1.5903
H -5.1894 -0.0851 -2.4062
I 0.0746 2.4409 -3.3952
I 1.5239 4.4240 -4.4538
C -1.0642 1.7409 0.8748
C 0.3346 2.0720 1.1940
C 1.1350 2.7930 0.2980
C 2.4824 2.9858 0.5342
C 3.0655 2.4662 1.6905
C 2.2798 1.7650 2.6085
C 0.9372 1.5749 2.3603
C 4.4673 2.6374 1.9353
N 5.5934 2.7623 2.1370
H -1.5225 2.4385 0.1743
H -1.6653 1.6005 1.7716
H 0.6926 3.1931 -0.6037
H 3.0870 3.5324 -0.1775
H 2.7327 1.3620 3.5047
H 0.3381 0.9995 3.0554
F 1.0616 -2.2736 2.6584
C 0.8636 -3.0767 1.6206
F -0.3299 -3.6521 1.7173
F 1.7862 -4.0451 1.6772
S 1.0426 -2.1572 -0.0100
O 2.1351 -2.8298 -0.6324
O 1.2503 -0.7381 0.3677
O -0.2706 -2.2024 -0.6572
N 4.4039 -1.8256 -2.8099
C 3.4798 -0.9357 -2.3438
N 3.7699 -0.3680 -1.1536
S 2.1199 -0.5367 -3.2015
H 5.0032 -2.2784 -2.1379
H 4.0542 -2.4218 -3.5416
H 4.4530 -0.7774 -0.5384
H 3.0196 0.1476 -0.7207
```


Here is a cluster of 8 separate species, C52H47Cl2N7O2 in total in a non-equilibrium geometry from OMol25. Energies are from ωB97M-V/def2-TZVPD.

Results
Kohn-Sham gap in eV: 8.45
2S+1: 1
E_HOMO in eV: -9.207
LUMO level in eV: -0.75
SMILES: C[C@@H](Cl)[C@@H](Cl)c1ccc2c(c1)C(=O)c1ccccc1C2=O.c1ccncc1.c1ccncc1.c1ccncc1.c1ccncc1.c1ccncc1.c1ccncc1.c1ccncc1

```
110
C52H47Cl2N7O2 | OMol25 | ωB97M-V/def2-TZVPD
C 5.3808 3.1083 1.8785
C 3.8797 3.0170 1.3474
Cl 3.6284 4.4972 0.3079
C 3.5956 1.6572 0.5448
Cl 4.6222 0.3783 1.3837
C 2.0656 1.3176 0.7035
C 1.6062 0.0052 1.1907
C 0.1845 -0.3217 1.3833
C -0.7818 0.7112 1.0640
C -0.3952 2.0327 0.5320
C 1.0194 2.3067 0.3670
C -1.5392 3.0073 0.1961
O -1.4286 3.8981 -0.6254
C -2.9362 2.8613 0.8739
C -3.8993 3.9413 0.9988
C -5.2122 3.7442 1.6334
C -5.5215 2.3956 2.1070
C -4.5990 1.2693 2.0237
C -3.2948 1.5434 1.3960
C -2.2872 0.3635 1.3113
O -2.6085 -0.7968 1.4625
H 6.1174 2.6957 1.1393
H 5.6523 4.1920 2.0156
H 5.4697 2.6371 2.8924
H 3.2358 3.0257 2.2653
H 3.9192 1.7180 -0.5227
H 2.3211 -0.8188 1.4407
H -0.1078 -1.3244 1.7529
H 1.3006 3.3181 -0.0147
H -3.6475 4.9592 0.6092
H -5.9271 4.5941 1.7239
H -6.5195 2.1867 2.5669
H -4.8606 0.2624 2.4243
C -0.4484 -5.5783 -0.6754
C -1.0129 -4.3124 -0.6751
C -0.3346 -3.2953 -0.0229
N 0.8329 -3.4651 0.6106
C 1.3561 -4.6969 0.5978
C 0.7602 -5.7796 -0.0281
H -0.9466 -6.4016 -1.1753
H -1.9560 -4.1186 -1.1691
H -0.7329 -2.2873 0.0027
H 2.2998 -4.8056 1.1206
H 1.2284 -6.7545 -0.0084
C -4.7546 7.0719 -1.7603
C -5.9638 7.7490 -1.7302
C -7.0809 7.1188 -2.2558
N -7.0609 5.8951 -2.7948
C -5.8827 5.2625 -2.8143
C -4.7083 5.8019 -2.3122
H -3.8578 7.5294 -1.3582
H -6.0388 8.7429 -1.3083
H -8.0499 7.6070 -2.2521
H -5.8961 4.2730 -3.2590
H -3.7821 5.2425 -2.3525
C 0.9502 -7.6233 5.5849
C 2.1565 -7.9997 5.0161
C 2.3768 -7.6911 3.6833
N 1.4908 -7.0532 2.9102
C 0.3339 -6.7019 3.4808
C 0.0168 -6.9597 4.8051
H 0.7398 -7.8450 6.6247
H 2.9095 -8.5204 5.5933
H 3.3069 -7.9622 3.1946
H -0.3659 -6.1879 2.8291
H -0.9357 -6.6496 5.2144
C -9.0189 -0.2104 -1.5138
C -9.5511 1.0681 -1.5108
C -8.8489 2.0691 -0.8584
N -7.6860 1.8750 -0.2258
C -7.1928 0.6296 -0.2410
C -7.8150 -0.4390 -0.8677
H -9.5368 -1.0204 -2.0141
H -10.4896 1.2849 -2.0039
H -9.2245 3.0867 -0.8326
H -6.2519 0.4978 0.2808
H -7.3684 -1.4247 -0.8492
C 1.7602 -9.0153 -2.2893
C 1.2180 -7.9040 -2.9148
C 0.3405 -8.1079 -3.9683
N -0.0119 -9.3160 -4.4205
C 0.5255 -10.3728 -3.8024
C 1.4090 -10.2783 -2.7385
H 2.4494 -8.8984 -1.4607
H 1.4694 -6.9021 -2.5924
H -0.1122 -7.2694 -4.4873
H 0.2233 -11.3394 -4.1919
H 1.8115 -11.1694 -2.2748
C 5.5929 8.9207 1.5940
C 5.0368 10.0132 0.9479
C 4.1554 9.7785 -0.0957
N 3.8119 8.5577 -0.5196
C 4.3627 7.5191 0.1183
C 5.2509 7.6452 1.1743
H 6.2855 9.0617 2.4157
H 5.2808 11.0243 1.2469
H 3.6921 10.6013 -0.6300
H 4.0685 6.5389 -0.2468
H 5.6642 6.7678 1.6549
C 8.2063 -1.5685 -1.9872
C 7.7446 -1.6897 -3.2883
C 6.5752 -1.0303 -3.6330
N 5.8624 -0.2853 -2.7816
C 6.3269 -0.1848 -1.5314
C 7.4860 -0.8003 -1.0866
H 9.1175 -2.0675 -1.6784
H 8.2796 -2.2819 -4.0193
H 6.1758 -1.0924 -4.6397
H 5.7279 0.4226 -0.8638
H 7.8153 -0.6818 -0.0623
```


Here is an isolated molecule of C5H8NP in a non-equilibrium geometry from OMol25. Energies are from ωB97M-V/def2-TZVPD.

Results
Relative energy (zero: lowest compared OMol25 entry of this formula, charge and spin) in kcal per mole: 28.3
Kohn-Sham gap in eV: 8.51
2S+1: 1
E_HOMO in eV: -8.482
LUMO level in eV: 0.03
SMILES: CC1=P(C)=CN=C1

```
15
C5H8NP | OMol25 | ωB97M-V/def2-TZVPD
C -1.5719 0.7173 1.0728
C -0.8275 -0.1510 0.1075
P 0.2111 0.2060 -1.2609
C 1.6077 1.3265 -0.5371
C 0.7840 -1.5019 -1.2216
N 0.1746 -2.2631 -0.3632
C -0.7342 -1.5560 0.3415
H -1.9791 0.0616 1.9479
H -2.3924 1.2753 0.7173
H -0.6672 1.4443 1.3871
H 1.2703 2.3515 -0.6810
H 2.5389 0.9983 -1.0351
H 1.6439 1.1061 0.5595
H 1.4275 -1.9864 -1.9711
H -1.4857 -2.0286 0.9364
```